No. 1
A structure of composition BrClHIN2 at a distorted geometry. Source: OMol25; level of theory: the ωB97M-V functional and the def2-TZVPD basis.

**Energy relative to the best compared isomer or geometry (same formula, charge and spin)**: 0.0 kJ/mol
**HOMO level (spin up / spin down)**: -8.655 / -9.802 eV
**E_LUMO (spin up / spin down)**: -0.02056 / -0.12312 hartree
**Kohn-Sham gap (spin up / spin down)**: 8.1 / 6.5 eV
**2S+1**: 3

Geometry (Å):
1 N 0.770 0.262 -0.122
2 N -0.494 0.382 -0.489
3 Cl 1.585 -0.996 -1.038
4 Br -1.517 -1.892 0.650
5 I -1.398 2.043 0.167
6 H 1.053 0.201 0.832

Results of the Mulliken charge analysis, in e, for atoms 1 through 5: atom 1 (N): 0.02, atom 2 (N): -0.44, atom 3 (Cl): -0.06, atom 4 (Br): -0.01, atom 5 (I): 0.17



No. 2
A structure of composition BrClINOS at a distorted geometry. Source: OMol25; level of theory: the ωB97M-V functional and the def2-TZVPD basis.

**Energy relative to the best compared isomer or geometry (same formula, charge and spin)**: 278.0 kJ/mol
**HOMO level (spin up / spin down)**: -8.612 / -8.612 eV
**E_LUMO (spin up / spin down)**: -0.10577 / -0.10535 hartree
**Kohn-Sham gap (spin up / spin down)**: 5.7 / 5.7 eV

Geometry (Å):
1 N 1.310 -0.662 0.684
2 O -1.202 0.916 -0.692
3 S -0.392 1.618 0.362
4 Cl 0.393 -1.420 -0.434
5 Br 2.962 -0.043 0.232
6 I -3.071 -0.409 -0.152

Results of the Mulliken charge analysis, in e, for atoms 1 through 5: atom 1 (N): -0.22, atom 2 (O): -0.37, atom 3 (S): 0.28, atom 4 (Cl): 0.10, atom 5 (Br): 0.08



No. 3
A cluster of 2 separate species, BrClIO3P in total at a distorted geometry. Source: OMol25; level of theory: the ωB97M-V functional and the def2-TZVPD basis.

**Energy relative to the best compared isomer or geometry (same formula, charge and spin)**: 355.1 kJ/mol
**HOMO level (spin up / spin down)**: -9.503 / -9.502 eV
**E_LUMO (spin up / spin down)**: -0.09334 / -0.09330 hartree
**Kohn-Sham gap (spin up / spin down)**: 7.0 / 7.0 eV

Geometry (Å):
1 O -0.048 -0.098 0.689
2 O 1.548 1.565 1.680
3 O 0.541 -1.652 -1.508
4 P 1.329 0.327 0.688
5 Cl 0.520 2.405 2.775
6 Br -0.844 -1.971 -2.328
7 I -3.047 -0.576 -1.996

Results of the Mulliken charge analysis, in e, for atoms 1 through 5: atom 1 (O): -0.37, atom 2 (O): -0.26, atom 3 (O): -0.44, atom 4 (P): 0.54, atom 5 (Cl): 0.08



No. 4
A structure of composition BrCu at a distorted geometry. Source: OMol25; level of theory: the ωB97M-V functional and the def2-TZVPD basis.

**Energy relative to the best compared isomer or geometry (same formula, charge and spin)**: 91.2 kJ/mol
**HOMO level (spin up / spin down)**: -17.395 / -17.071 eV
**E_LUMO (spin up / spin down)**: -0.24737 / -0.36340 hartree
**Net charge**: +1
**Kohn-Sham gap (spin up / spin down)**: 10.7 / 7.2 eV
**2S+1**: 2

Geometry (Å):
1 Cu 0.074 -0.234 0.917
2 Br -0.074 0.234 -0.917

In the Mulliken picture, each atom carries the following charge in e: atom 1 (Cu): 0.71, atom 2 (Br): 0.29



No. 5
A cluster of 9 separate species, BrH16O8 in total at a distorted geometry. Source: OMol25; level of theory: the ωB97M-V functional and the def2-TZVPD basis.

**Energy relative to the best compared isomer or geometry (same formula, charge and spin)**: 104.9 kJ/mol
**HOMO level**: -5.399 eV
**E_LUMO**: 0.09622 hartree
**Net charge**: -1
**Kohn-Sham gap**: 8.0 eV

Geometry (Å):
1 Br -0.893 0.642 -2.157
2 O 0.012 -1.687 1.626
3 H -0.883 -1.429 1.772
4 H 0.443 -0.896 1.366
5 O 2.991 0.302 -1.524
6 H 3.865 0.192 -1.980
7 H 3.221 0.667 -0.620
8 O 1.253 3.160 -1.535
9 H 0.461 2.612 -1.766
10 H 2.000 2.840 -2.063
11 O 1.030 0.721 0.427
12 H 1.118 0.419 -0.530
13 H 1.120 1.685 0.209
14 O -1.987 0.472 3.665
15 H -2.090 1.454 3.535
16 H -1.919 0.244 2.675
17 O -1.725 0.499 0.897
18 H -0.853 0.607 0.406
19 H -2.423 0.627 0.286
20 O -2.498 -2.403 0.911
21 H -1.576 -2.738 0.885
22 H -2.380 -1.857 0.198
23 O 0.459 -2.467 -2.193
24 H 0.403 -1.754 -2.973
25 H 0.851 -1.914 -1.515

Results of the Mulliken charge analysis, in e, for atoms 1 through 5: atom 1 (Br): -0.84, atom 2 (O): -0.71, atom 3 (H): 0.38, atom 4 (H): 0.35, atom 5 (O): -0.62



No. 6
A structure of composition BrH2N2O4S2. Source: OMol25; level of theory: the ωB97M-V functional and the def2-TZVPD basis.

**HOMO level**: -6.130 eV
**E_LUMO**: 0.11768 hartree
**Net charge**: -1
**Kohn-Sham gap**: 9.3 eV

Geometry (Å):
1 N 1.208 -0.934 -0.237
2 S 1.041 0.707 -0.004
3 O 1.224 1.248 -1.327
4 O 1.920 1.128 1.061
5 N -0.433 0.888 0.582
6 S -1.721 0.281 -0.018
7 O -1.625 -0.271 -1.339
8 O -2.862 1.065 0.359
9 Br -2.080 -1.598 1.287
10 H 1.461 -1.407 0.621
11 H 1.866 -1.107 -0.985

Results of the Mulliken charge analysis, in e, for atoms 1 through 5: atom 1 (N): -0.52, atom 2 (S): 1.13, atom 3 (O): -0.64, atom 4 (O): -0.64, atom 5 (N): -0.31



No. 7
The ion BrH2NO2P with charge -1 at a distorted geometry. Source: OMol25; level of theory: the ωB97M-V functional and the def2-TZVPD basis.

**Energy relative to the best compared isomer or geometry (same formula, charge and spin)**: 324.2 kJ/mol
**HOMO level**: -4.125 eV
**SMILES**: N[P@](=O)([O-])Br
**E_LUMO**: 0.13031 hartree
**Net charge**: -1
**Kohn-Sham gap**: 7.7 eV

Geometry (Å):
1 N -0.341 -0.482 -0.934
2 O 1.557 1.088 -0.029
3 O 0.184 -0.831 2.015
4 P 0.323 0.396 0.353
5 Br -1.298 1.888 0.586
6 H -0.857 -1.236 -0.502
7 H 0.431 -0.823 -1.488

Results of the Mulliken charge analysis, in e, for atoms 1 through 5: atom 1 (N): -0.60, atom 2 (O): -0.58, atom 3 (O): -0.81, atom 4 (P): 0.78, atom 5 (Br): -0.31



No. 8
A cluster of 2 separate species, BrH2NOS2 in total at a distorted geometry. Source: OMol25; level of theory: the ωB97M-V functional and the def2-TZVPD basis.

**Energy relative to the best compared isomer or geometry (same formula, charge and spin)**: 3.3 kJ/mol
**HOMO level**: -10.125 eV
**SMILES**: N=S(=O)=S.Br
**E_LUMO**: -0.03502 hartree
**Kohn-Sham gap**: 9.2 eV

Geometry (Å):
1 N 1.147 -1.333 -0.634
2 O 0.015 0.673 0.583
3 S 2.906 0.932 -0.117
4 S 1.172 0.032 -0.025
5 Br -3.184 0.473 0.016
6 H 0.317 -1.833 -0.883
7 H -2.374 1.057 1.059

Results of the Mulliken charge analysis, in e, for atoms 1 through 5: atom 1 (N): -0.40, atom 2 (O): -0.38, atom 3 (S): -0.17, atom 4 (S): 0.66, atom 5 (Br): -0.24